# 1
Computed, not measured: C4H8N2 in the gas phase in a non-equilibrium geometry, with ωB97M-V with the def2-TZVPD basis set.

Computed properties:
- E (eV) = -7254.127
- ΔE to the lowest compared entry with this formula, charge and spin (kcal/mol) = 86.4
- highest occupied orbital energy (eV) = -8.2

Structure (ORCA input):
```
! RIJCOSX wB97M-V def2-TZVPD def2/J DEFGRID3
* xyz 0 1
H 0.90 -2.24 0.85
C 0.98 1.62 0.61
H 0.27 2.35 0.99
N -1.70 1.11 -0.08
H 2.03 1.83 0.73
C -0.75 -1.17 -0.32
C 1.03 -1.71 -0.08
N 0.64 0.59 -0.04
H -2.59 0.75 -0.37
H 1.99 -1.21 -0.07
C -0.67 0.16 -0.26
H -1.50 2.00 -0.53
H -1.71 -1.67 -0.50
H 1.08 -2.39 -0.92
*
```

# 2
Computed, not measured: 9 unconnected molecules or ions with the total composition C35H43ClN8O4 in a non-equilibrium geometry, with ωB97M-V with the def2-TZVPD basis set.

Computed properties:
- E (eV) = -69619.821
- highest occupied orbital energy (eV) = -8.2

Structure (ORCA input):
```
! RIJCOSX wB97M-V def2-TZVPD def2/J DEFGRID3
* xyz 0 1
C 2.46 -4.47 3.84
H 1.30 -4.83 0.88
C -2.20 -6.35 -3.32
C 2.83 2.30 -3.37
H -5.75 -10.32 -7.07
C 1.35 -1.59 -3.24
C -6.11 0.62 0.88
H -1.34 1.34 1.51
C 3.73 2.73 -4.32
H -3.55 -6.20 -1.54
H 3.49 6.00 4.57
C 2.46 7.40 1.62
H 4.09 3.72 5.44
N -5.07 -9.16 -4.09
O -0.42 3.67 2.89
N -4.05 1.39 0.54
H 2.41 -1.67 -3.46
H 2.95 7.67 6.37
C -0.41 3.18 1.65
C -0.44 -1.11 -2.00
C -0.90 -1.58 -3.21
C -2.60 -5.98 -2.02
H -3.76 0.68 -1.46
C 0.24 -1.89 -3.99
C 3.76 4.65 7.46
H -0.98 -0.76 -1.12
N 0.93 -1.12 -2.02
C -5.70 0.25 -0.42
H 1.31 8.23 4.55
H 1.54 -2.39 1.43
H 3.23 6.39 8.76
H 1.53 -0.83 -1.26
H -7.93 -9.73 -5.57
H 1.38 3.35 -2.24
H 2.54 -2.23 3.95
H -6.98 -8.80 -3.20
C 3.83 4.55 6.09
C 1.80 -3.18 2.12
C 2.99 8.90 3.21
H -0.26 -5.92 -4.36
C 3.38 5.97 7.77
C -0.93 -5.87 -3.51
C 2.55 4.50 -3.59
C -6.44 -9.15 -4.07
H -7.05 0.40 1.36
H -4.47 -8.87 -3.33
O 0.59 3.47 0.60
H 0.83 6.59 2.71
H 4.44 2.11 -4.86
O 3.49 1.98 2.55
H 0.35 -4.77 -2.22
C -6.90 -9.62 -5.28
C 2.31 -3.13 3.40
C 3.35 8.40 1.94
H -4.97 1.78 2.43
H 2.67 3.78 0.21
H -3.15 1.84 0.69
N 1.65 -4.49 1.77
H 0.25 -2.28 -5.00
N 1.59 7.26 2.66
C -4.65 -9.63 -5.31
H -2.78 -6.91 -4.05
C 3.55 4.13 -4.46
H 4.16 8.75 1.31
H -6.28 -0.31 -1.14
C 1.96 3.45 1.12
Cl 1.75 0.34 1.12
H 4.09 4.79 -5.12
H 1.99 -6.36 2.74
C 2.47 1.98 1.66
C 2.04 -5.29 2.82
H -1.93 -1.69 -3.50
N 3.52 5.77 5.56
C 1.89 8.17 3.64
C 3.23 6.65 6.58
C -1.56 -5.28 -1.45
H 2.16 4.26 1.96
N 2.12 3.38 -2.94
C -5.76 -9.93 -6.07
H 3.47 9.69 3.76
H -3.59 -9.71 -5.53
H -1.46 -4.82 -0.48
C -5.07 1.33 1.45
H 2.83 -4.79 4.80
C -4.43 0.74 -0.61
N -0.55 -5.22 -2.36
O -1.56 2.30 1.28
H 2.39 6.76 0.75
H 2.11 5.47 -3.38
H 3.96 3.85 8.16
H 2.64 1.31 -2.97
*
```

# 3
Computed, not measured: C4H6N2O in the gas phase in a non-equilibrium geometry, with ωB97M-V with the def2-TZVPD basis set.

Computed properties:
- E (eV) = -9271.208
- ΔE to the lowest compared entry with this formula, charge and spin (kcal/mol) = 52.9
- highest occupied orbital energy (eV) = -10.6

Structure (ORCA input):
```
! RIJCOSX wB97M-V def2-TZVPD def2/J DEFGRID3
* xyz 0 1
H 0.02 0.49 -0.89
N 3.35 0.33 -0.99
H -2.92 -0.04 0.95
H 1.65 -1.13 1.19
C -2.12 0.09 0.19
H 0.80 -1.04 -0.88
C 2.51 0.08 -0.24
H 1.44 0.60 1.53
C 1.45 -0.15 0.74
O -0.95 -0.44 0.64
H -3.21 0.89 -1.13
C 0.24 -0.29 -0.17
N -2.26 0.61 -0.94
*
```

# 4
Computed, not measured: a molecular structure, C35H36AuN4O2STe in a non-equilibrium geometry, with ωB97M-V with the def2-TZVPD basis set.

Computed properties:
- E (eV) = -68756.161
- ΔE to the lowest compared entry with this formula, charge and spin (kcal/mol) = 18.3
- highest occupied orbital energy (eV) = -3.8

Structure (ORCA input):
```
! RIJCOSX wB97M-V def2-TZVPD def2/J DEFGRID3
* xyz -1 1
H 1.80 -4.80 2.17
C 1.97 -3.10 0.84
N -1.80 -1.33 -2.29
H 1.60 3.06 0.11
H -4.44 1.27 -0.54
C 1.50 -3.78 -0.28
H -1.43 -0.87 -4.25
H 2.33 -1.21 1.75
N -2.07 1.69 -1.32
H 3.42 -4.12 2.08
C 2.36 -3.87 2.08
C 0.60 3.68 -3.05
C -1.00 -1.20 1.78
H -0.86 -3.33 1.93
H -4.65 4.20 2.59
H -2.32 4.88 2.05
C 0.15 -1.08 5.91
C -2.67 2.44 -0.29
H 1.41 -4.86 -0.26
H -0.31 0.96 4.31
C 2.81 1.27 -0.03
C 2.33 2.53 0.71
C -2.09 3.46 0.47
C 1.29 -1.69 -1.43
H -5.70 2.36 1.28
O 0.06 -2.22 6.65
Te -1.41 3.00 -2.84
H -3.00 -2.34 0.69
H 1.01 -1.12 -2.31
C -0.81 0.01 2.45
C -2.16 -1.30 -3.56
C 3.45 1.69 -1.36
C 0.61 -3.78 -2.63
C 2.72 4.98 -2.97
C 1.16 -3.06 -1.43
C -0.79 -2.40 2.48
H -5.23 -2.69 -3.45
N -1.30 -1.19 0.44
H -1.07 3.76 0.26
H -0.48 -3.90 -2.55
H 3.57 0.43 1.84
H 4.25 2.42 -1.21
C -4.27 -2.31 -3.13
H 0.79 -3.21 -3.54
H 1.30 2.51 -4.70
C -4.10 3.71 1.79
C -4.69 2.68 1.06
C -2.80 4.09 1.49
H 1.05 -4.77 -2.75
C 1.71 -0.96 -0.30
C 3.90 0.61 0.81
H 2.69 2.12 -2.02
N 1.65 0.43 -0.32
C 2.05 -1.72 0.83
H -0.35 -2.91 6.12
H 3.52 5.66 -2.70
S 1.25 4.96 -2.09
H 4.76 1.28 0.85
C -3.37 -1.77 -4.04
C -0.43 -2.37 3.81
H -0.96 0.94 1.90
C -3.91 -2.33 -1.80
O 0.54 -0.08 6.44
C -3.99 2.06 0.03
C -0.45 0.02 3.78
H 3.55 3.89 -4.63
H -4.58 -2.73 -1.05
H 2.17 -3.27 2.98
C -2.67 -1.83 -1.41
H 3.87 0.81 -1.86
H -0.23 -3.33 4.29
C 2.71 4.05 -3.96
H 1.86 2.23 1.65
Au -0.11 1.18 -1.04
H -3.60 -1.72 -5.10
H 4.23 -0.34 0.38
C 1.50 3.31 -4.00
H 3.17 3.20 0.92
C -2.31 -1.81 0.01
C -0.26 -1.17 4.49
*
```

Question: E of number 2 (C35H43ClN8O4)?
Answer: -69619.821 eV

Question: Which value of E does entry 3 give?
Answer: -9271.208 eV

Question: Among the records above, which one has the lowest E?
Answer: C35H43ClN8O4